# 1
Formula: C24H43BClN4O6
Source: OMol25
Level of theory: ωB97M-V/def2-TZVPD

The geometry in XYZ format:
```
79
Properties=species:S:1:pos:R:3:forces:R:3:mulliken_charge:R:1
C -1.973 -0.752 3.267 0.28 -0.59 0.26 -0.695
C -3.392 -0.351 2.547 -0.20 -0.59 1.99 -0.203
O -3.320 0.787 1.617 -1.29 -2.23 -2.81 -0.289
B -3.701 0.364 0.224 -1.11 1.86 1.25 0.613
O -4.851 1.006 -0.468 2.84 -1.60 3.09 -0.562
C -2.724 -0.798 -0.453 2.21 -1.74 -1.72 0.190
C -3.420 -2.086 -1.164 2.73 0.27 -0.36 -0.392
C -5.073 -2.334 -1.210 -3.13 -1.54 0.62 0.366
C -5.785 -3.461 -0.198 -2.79 3.29 -4.23 -0.254
C -7.419 -3.551 -0.479 1.50 1.02 -0.82 -0.301
C -8.256 -2.697 -1.581 4.54 0.07 1.19 -0.166
N -7.560 -1.688 -2.430 2.72 -3.40 3.83 -0.438
C -6.089 -1.568 -2.227 0.15 -0.99 1.09 -0.139
N -2.557 -3.103 -1.805 -1.37 3.58 2.45 -0.930
N -1.214 -2.941 -1.744 2.54 2.50 1.27 0.495
C -0.320 -1.879 -1.172 -3.20 1.59 0.95 0.210
C 1.332 -1.987 -1.258 -0.20 -1.20 0.09 -0.554
C 1.745 -3.451 -0.609 -1.95 -0.54 0.37 0.048
C 1.053 -3.730 0.873 0.46 -0.52 0.12 -0.904
Cl 3.573 -3.705 -0.408 -2.10 0.39 -0.48 -0.162
C -1.098 -0.602 -0.422 -2.39 -3.57 -1.66 0.730
C -0.271 0.647 0.243 0.96 -0.91 -0.04 -0.570
C 0.641 1.424 -0.883 0.25 0.71 -0.33 -0.371
N 0.004 1.476 -2.256 -0.13 -0.47 1.20 -0.616
H -1.029 -0.682 2.577 -2.01 -0.05 1.06 0.021
H -1.721 -0.109 4.233 -0.79 -1.32 -2.13 0.286
H -2.058 -1.900 3.583 0.15 2.57 -0.52 0.294
H -4.148 -0.023 3.411 1.64 -0.74 -1.93 0.345
H -3.859 -1.314 2.068 0.93 1.82 0.62 0.132
H -5.394 1.447 0.249 0.90 -0.46 -1.17 0.298
H -5.198 -4.108 0.579 -1.39 1.39 -1.68 0.336
H -8.036 -4.324 0.181 1.53 1.85 -1.59 0.276
H -9.426 -2.902 -1.684 2.98 0.73 0.09 0.310
H -5.552 -0.771 -2.939 -1.54 -1.94 1.75 0.290
H -0.664 -3.735 -2.200 -1.31 1.37 0.72 0.339
H 1.689 -1.949 -2.396 -0.84 0.06 2.55 0.304
H 1.871 -1.173 -0.613 -1.46 -1.34 -1.39 0.210
H 1.301 -4.265 -1.346 1.38 1.44 1.53 0.251
H 1.532 -4.747 1.271 -1.10 2.37 -0.81 0.382
H -0.108 -3.886 0.820 2.21 0.36 -0.13 0.238
H 1.264 -2.871 1.654 -0.24 -1.70 -1.72 0.222
H -0.925 1.436 0.808 0.85 -1.94 -1.17 0.003
H 0.498 0.164 1.014 -1.81 0.97 -1.41 0.305
H 1.734 0.967 -1.006 -2.48 0.95 0.40 0.209
H 0.761 2.547 -0.505 -0.18 -2.52 -0.74 0.292
H -0.990 1.809 -2.174 1.41 -0.68 -0.32 0.271
H 0.065 0.552 -2.749 -0.37 1.32 0.76 0.283
C -1.040 6.303 0.912 0.17 -0.03 -0.09 -0.798
O -0.282 5.298 1.578 -0.34 0.16 0.33 -0.328
C -0.207 5.521 2.991 0.07 -0.58 -0.18 -0.455
C -1.226 4.667 3.750 -0.19 0.68 0.03 -0.341
O -2.570 5.042 3.430 0.40 -0.35 -0.35 -0.405
C -3.153 4.188 2.451 -0.16 0.13 0.30 -0.686
H -1.326 5.919 -0.069 0.10 0.00 0.06 0.248
H -1.948 6.571 1.458 0.07 -0.06 0.04 0.371
H -0.420 7.195 0.778 -0.10 0.06 -0.04 0.288
H -0.328 6.586 3.222 -0.12 -0.13 -0.01 0.348
H 0.802 5.226 3.305 -0.11 0.03 0.01 0.363
H -1.094 4.841 4.824 0.01 -0.02 -0.06 0.392
H -1.067 3.598 3.564 0.03 0.07 -0.11 0.125
H -3.495 3.264 2.930 0.02 -0.06 -0.12 0.311
H -2.457 3.944 1.645 0.06 0.03 0.03 0.238
H -4.015 4.702 2.019 0.07 0.01 0.13 0.333
C 8.237 -1.863 -3.680 0.26 -0.07 0.07 -0.728
O 8.981 -1.610 -2.491 -0.49 0.40 -0.08 -0.378
C 8.832 -0.260 -2.036 0.16 -0.48 0.41 -0.459
C 7.797 -0.157 -0.912 -0.10 0.29 -0.50 -0.506
O 6.484 -0.494 -1.374 0.32 -0.36 0.13 -0.375
C 6.128 -1.836 -1.062 -0.02 0.31 -0.11 -0.770
H 8.131 -2.944 -3.790 0.11 0.08 0.04 0.253
H 7.240 -1.417 -3.651 0.05 0.03 0.07 0.304
H 8.786 -1.470 -4.541 -0.10 -0.01 -0.09 0.326
H 8.582 0.405 -2.870 -0.10 -0.07 0.10 0.319
H 9.809 0.051 -1.644 -0.13 0.00 -0.02 0.370
H 7.757 0.883 -0.571 0.02 -0.06 -0.02 0.361
H 8.077 -0.778 -0.054 0.03 -0.03 -0.16 0.336
H 5.806 -1.896 -0.017 0.02 -0.10 0.01 0.352
H 6.951 -2.535 -1.229 0.03 0.07 0.00 0.364
H 5.293 -2.126 -1.705 0.15 0.19 0.06 0.225
```
Forces are in eV/Å.

Orbital gap: 5.707 eV
Charge: +1


# 2
Formula: C24H43BrP2Pb
Source: OMol25
Level of theory: ωB97M-V/def2-TZVPD

The geometry in XYZ format:
```
71
Properties=species:S:1:pos:R:3:forces:R:3:mulliken_charge:R:1
Pb 0.723 0.751 0.640 1.48 0.23 3.35 0.814
C -1.090 2.124 3.663 -1.61 -1.44 -1.45 0.504
C -1.815 0.903 3.536 0.86 2.78 -0.82 0.549
C -0.017 0.542 4.939 -1.19 -0.31 -0.71 0.456
C 0.018 1.900 4.526 0.39 -1.09 0.75 0.431
C -1.148 -0.069 4.330 2.06 -0.14 1.71 0.622
C -1.449 3.428 3.058 -0.16 0.56 -0.11 -1.542
H -2.168 3.311 2.239 0.09 0.06 0.15 0.320
H -0.566 3.950 2.665 -0.19 -0.02 0.08 0.380
H -1.911 4.099 3.801 0.11 -0.10 -0.23 0.305
C 1.021 2.902 4.957 0.14 0.25 -0.18 -1.375
H 0.945 3.813 4.351 0.09 -0.14 0.24 0.384
H 2.039 2.498 4.853 -0.23 0.12 0.15 0.336
H 0.880 3.186 6.013 0.06 -0.13 -0.28 0.319
C 0.928 -0.085 5.883 0.43 -0.23 0.40 -1.470
H 0.795 0.303 6.905 0.08 -0.15 -0.22 0.313
H 1.968 0.116 5.593 -0.12 -0.10 0.15 0.321
H 0.786 -1.170 5.919 0.11 0.18 0.08 0.391
C -1.590 -1.468 4.550 -0.09 -0.33 -0.11 -1.538
H -2.134 -1.577 5.502 0.13 0.03 -0.25 0.322
H -0.732 -2.152 4.589 -0.19 0.11 0.08 0.356
H -2.261 -1.805 3.750 0.06 0.01 0.19 0.331
C -3.068 0.699 2.776 -0.44 -0.06 -0.18 -1.539
H -3.950 0.791 3.436 0.22 -0.08 -0.30 0.325
H -3.096 -0.305 2.326 -0.13 0.24 0.09 0.372
H -3.173 1.445 1.976 -0.09 -0.21 0.22 0.323
C 1.231 0.560 -4.315 1.25 0.02 -2.40 -1.056
C 0.070 1.321 -3.892 -1.61 0.07 -0.67 0.438
C -1.334 0.945 -4.477 0.53 0.35 -0.13 -1.534
C -1.750 -0.523 -4.547 -0.42 0.15 -0.27 -0.929
C -1.275 -1.392 -3.422 0.00 -1.21 -0.48 -0.230
C -0.166 -2.142 -3.551 -0.94 -0.63 -0.31 -0.634
C 0.862 -2.027 -4.665 0.19 0.13 0.02 -0.980
C 1.132 -0.600 -5.242 0.74 -0.52 -0.87 -0.936
H -1.266 1.323 -5.509 -0.23 0.08 0.32 0.557
H -1.465 -0.932 -5.527 0.03 -0.07 0.51 0.359
H -2.132 1.512 -3.977 0.48 0.15 -0.16 0.489
H 0.434 -0.395 -6.073 0.14 0.07 0.50 0.351
H 2.229 1.024 -4.255 -0.57 -0.09 0.09 0.501
H 0.115 2.424 -4.059 0.32 -0.65 0.31 0.646
H 2.120 -0.655 -5.733 -0.42 -0.17 0.09 0.441
H 1.830 -2.412 -4.297 -0.40 0.03 -0.03 0.350
H -0.033 -3.019 -2.896 0.08 0.62 0.00 0.839
H 0.598 -2.686 -5.511 -0.02 0.17 0.35 0.407
H -2.849 -0.564 -4.551 0.27 0.09 0.00 0.422
H -2.016 -1.595 -2.629 0.60 -0.02 -0.27 0.595
P 0.574 1.044 -2.167 -0.60 -0.14 -0.68 1.390
P 0.888 -2.015 0.580 0.41 0.17 -0.33 0.917
C 1.637 -0.551 -1.894 -0.06 -0.15 -1.26 1.498
C 1.935 -1.723 -0.909 -0.39 -0.39 0.14 -1.871
H 2.605 -0.290 -2.361 -0.51 0.39 0.48 0.442
H 1.079 -1.075 -2.667 0.30 0.27 0.11 -1.967
H 1.826 -2.658 -1.495 0.22 0.47 0.02 0.657
H 2.984 -1.660 -0.578 -0.53 0.13 0.04 0.605
C 1.959 -3.192 1.458 -0.16 0.24 0.42 -1.260
H 1.477 -3.437 2.416 0.33 -0.10 -0.28 0.418
H 2.933 -2.710 1.637 -0.36 -0.26 0.01 0.378
H 2.074 -4.096 0.836 -0.02 0.32 0.26 0.434
C -0.588 -2.976 0.086 0.05 0.26 0.10 -1.109
H -0.284 -3.878 -0.461 -0.15 0.19 0.14 0.457
H -1.267 -2.360 -0.526 0.22 -0.31 0.23 0.077
H -1.096 -3.257 1.023 0.06 0.03 -0.42 0.468
C 1.630 2.504 -2.049 0.40 0.76 0.91 -1.306
H 1.212 3.204 -1.306 0.25 -0.11 -0.26 0.399
H 1.697 3.032 -3.017 -0.18 -0.42 0.48 0.551
H 2.642 2.233 -1.732 -0.19 0.01 0.13 0.514
C -1.118 1.166 -1.439 -0.69 -0.57 0.95 -1.341
H -1.313 0.589 -0.512 -0.20 0.41 -0.63 0.331
H -1.884 0.795 -2.135 0.62 0.22 -0.05 0.379
H -1.308 2.223 -1.237 -0.01 -0.01 0.06 0.370
Br 3.434 0.790 0.800 -0.72 0.00 0.05 -0.537
```
Forces are in eV/Å.

Energy relative to the best compared isomer or geometry (same formula, charge and spin): 0.0 kJ/mol
Orbital gap (alpha / beta): 4.366 / 4.520 eV
Charge: +2


# 3
Formula: C24H43Cl7P2Pd
Source: OMol25
Level of theory: ωB97M-V/def2-TZVPD

The geometry in XYZ format:
```
77
Properties=species:S:1:pos:R:3:forces:R:3:mulliken_charge:R:1
Pd -0.510 1.357 0.466 0.10 -1.73 -1.46 0.227
Cl 1.290 -0.205 0.253 0.31 -0.86 0.01 -0.754
P 0.825 3.001 1.158 -0.31 -0.32 -0.13 0.194
C 1.872 3.617 -0.205 0.27 0.22 0.12 0.629
C -0.757 3.934 1.403 1.07 0.57 0.46 0.330
C 1.967 2.697 2.548 -0.02 0.33 0.24 0.690
C 1.560 2.825 -1.476 -0.06 -0.10 0.04 -1.442
H 2.877 3.330 0.153 -0.20 0.14 -0.22 0.531
C 1.863 5.129 -0.442 0.41 -0.09 -0.23 -1.579
H 0.906 5.479 -0.844 0.11 -0.05 0.12 0.264
H 2.642 5.330 -1.199 -0.35 0.16 0.25 0.490
H 2.118 5.693 0.464 -0.13 -0.04 -0.16 0.351
H 1.728 1.751 -1.300 -0.03 0.46 -0.25 0.151
H 2.199 3.184 -2.288 -0.06 -0.09 -0.05 0.561
H 0.510 2.967 -1.773 0.45 -0.08 0.02 0.140
H 2.815 2.252 2.003 -0.30 -0.09 0.11 0.385
C 1.400 1.643 3.499 0.22 -0.21 0.14 -1.438
C 2.516 3.923 3.294 0.20 -0.21 0.14 -1.441
H 3.253 4.458 2.685 -0.21 0.04 0.09 0.336
H 3.036 3.549 4.191 -0.11 0.29 -0.22 0.429
H 1.737 4.624 3.617 0.09 -0.16 -0.06 0.292
H 0.899 0.835 2.953 0.15 0.25 0.21 0.095
H 0.704 2.080 4.225 0.13 -0.11 -0.17 0.281
H 2.245 1.207 4.049 -0.25 0.05 0.05 0.513
C -1.631 3.666 0.166 -0.29 -0.09 0.44 -1.566
H -0.457 4.987 1.496 -0.71 0.12 0.05 0.739
C -1.448 3.403 2.670 -0.27 0.17 -0.06 -1.393
H -1.235 4.048 -0.774 -0.06 0.03 0.12 0.234
H -2.636 4.059 0.353 0.11 0.18 -0.16 0.456
H -1.843 2.550 -0.001 -0.21 1.10 0.06 0.172
H -1.660 2.319 2.581 0.17 0.52 0.08 0.108
H -2.417 3.916 2.759 0.24 -0.12 0.16 0.484
H -0.860 3.571 3.582 -0.19 0.02 -0.24 0.334
Cl -1.487 -0.540 2.716 -0.13 0.09 -0.45 -0.317
H -1.260 -0.050 1.460 -0.14 -0.47 1.00 0.128
P 0.432 -3.504 -0.299 0.09 1.82 -0.31 -0.225
C 1.925 -4.031 0.535 0.38 -0.56 0.04 0.565
C -1.195 -4.019 0.247 -0.59 -0.84 0.03 0.819
C 0.766 -2.926 -1.990 0.16 -0.06 -0.16 1.046
C 2.121 -3.273 1.851 0.03 0.15 0.15 -1.161
H 2.724 -3.700 -0.154 -0.33 -0.15 0.14 0.340
C 2.007 -5.567 0.671 0.37 0.05 0.14 -1.410
H 1.280 -5.960 1.392 0.06 0.10 -0.23 0.273
H 3.008 -5.820 1.052 -0.28 0.01 -0.09 0.451
H 1.882 -6.067 -0.298 -0.05 0.07 0.27 0.360
H 2.330 -2.217 1.634 -0.11 -0.29 0.19 0.198
H 2.976 -3.722 2.363 -0.07 0.11 0.11 0.470
H 1.237 -3.316 2.506 0.37 -0.04 -0.19 0.199
H 1.769 -2.478 -1.855 -0.35 -0.17 0.00 0.338
C -0.161 -1.810 -2.482 -0.08 0.14 0.07 -1.618
C 0.858 -4.117 -2.958 0.05 0.03 -0.36 -1.519
H 1.764 -4.706 -2.778 -0.22 -0.03 0.02 0.388
H 0.915 -3.738 -3.991 -0.04 -0.12 0.32 0.422
H -0.024 -4.771 -2.888 0.24 0.19 -0.07 0.338
H -0.345 -1.077 -1.687 -0.08 -0.14 -0.28 0.108
H -1.105 -2.192 -2.876 0.07 0.04 0.08 0.261
H 0.347 -1.285 -3.298 -0.09 -0.07 0.05 0.598
C -1.286 -4.087 1.783 -0.02 -0.02 -0.06 -1.204
H -1.323 -5.038 -0.155 0.00 0.05 0.09 0.550
C -2.332 -3.150 -0.317 0.18 0.11 0.04 -1.164
H -0.488 -4.686 2.242 -0.27 0.14 -0.14 0.362
H -2.255 -4.547 2.021 0.27 0.13 0.06 0.482
H -1.267 -3.070 2.193 0.02 -0.32 -0.01 0.031
H -2.259 -2.129 0.070 -0.02 -0.16 -0.13 -0.058
H -3.283 -3.571 0.026 0.16 0.07 -0.05 0.472
H -2.357 -3.115 -1.409 0.01 -0.02 0.19 0.224
Cl -1.292 3.514 -3.456 -0.05 0.54 -0.14 -0.227
C -2.078 1.999 -3.200 0.74 0.41 -1.84 0.087
C -2.483 1.613 -1.950 -0.68 -1.53 0.80 -0.575
C -3.273 0.521 -1.750 0.10 -0.08 -0.32 0.819
Cl -3.772 0.084 -0.144 -0.17 0.12 0.34 -0.112
C -3.640 -0.312 -2.849 0.14 0.45 1.33 -0.148
Cl -4.677 -1.653 -2.619 -0.40 -0.39 0.09 -0.177
C -3.077 -0.041 -4.112 1.30 1.88 -0.80 0.031
Cl -3.303 -1.152 -5.396 0.04 -0.36 -0.32 -0.209
C -2.294 1.115 -4.306 -1.05 -1.32 1.18 0.171
Cl -1.533 1.410 -5.810 0.13 0.11 -0.30 -0.215
```
Forces are in eV/Å.

⟨S²⟩: 6.02
Spin multiplicity: 5
Orbital gap (alpha / beta): 3.611 / 5.469 eV